No. 1
{"formula": "C20H21F4N2", "method": "ωB97M-V with the def2-TZVPD basis set", "symbols": ["C", "N", "C", "C", "C", "N", "C", "C", "C", "H", "H", "H", "H", "H", "H", "H", "H", "H", "H", "H", "H", "H", "H", "F", "C", "C", "C", "F", "C", "C", "C", "C", "C", "C", "F", "C", "C", "F", "C", "C", "H", "H", "H", "H", "H", "H", "H"], "xyz": [[-2.43, -0.17, 2.39], [-1.43, 0.80, 1.96], [-1.91, 1.83, 1.07], [-1.02, 3.04, 1.16], [0.43, 2.68, 1.00], [0.75, 1.56, 1.88], [2.17, 1.39, 2.12], [-0.14, 0.67, 2.29], [0.29, -0.53, 3.13], [-2.44, -0.26, 3.48], [-3.40, 0.20, 2.06], [-2.26, -1.16, 1.94], [-1.96, 1.45, 0.03], [-2.93, 2.08, 1.39], [-1.30, 3.75, 0.38], [-1.17, 3.52, 2.13], [0.67, 2.42, -0.04], [1.07, 3.51, 1.30], [2.37, 1.19, 3.18], [2.58, 0.56, 1.52], [2.68, 2.31, 1.84], [1.25, -0.30, 3.62], [-0.45, -0.66, 3.93], [4.81, -1.32, 0.19], [3.44, -1.40, 0.07], [2.85, -0.98, -1.11], [1.46, -1.04, -1.16], [0.82, -0.67, -2.32], [0.69, -1.44, -0.07], [1.32, -1.74, 1.15], [0.42, -1.84, 2.38], [0.73, -2.94, 3.41], [-0.35, -3.73, 3.84], [-0.16, -4.64, 4.87], [-1.26, -5.35, 5.32], [1.07, -4.84, 5.48], [2.12, -4.05, 5.02], [3.38, -4.27, 5.54], [1.97, -3.07, 4.04], [2.72, -1.88, 1.17], [3.45, -0.63, -1.95], [-0.39, -1.52, -0.17], [-0.56, -2.11, 1.98], [-1.34, -3.61, 3.38], [1.20, -5.55, 6.30], [2.81, -2.40, 3.82], [3.25, -2.29, 2.02]], "charge": 1, "spin_multiplicity": 1, "e_above_lowest_kj_mol": 0.0, "smiles": "CN1CCC[N+](C)=C1CC(c1cc(F)cc(F)c1)c1cc(F)cc(F)c1"}

No. 2
{"formula": "C33H27ClCoP", "method": "ωB97M-V with the def2-TZVPD basis set", "symbols": ["C", "C", "C", "H", "C", "C", "H", "H", "H", "H", "Co", "Cl", "P", "C", "C", "H", "C", "H", "C", "H", "C", "H", "C", "H", "C", "C", "H", "C", "H", "C", "H", "C", "H", "C", "H", "C", "C", "H", "C", "H", "C", "H", "C", "H", "C", "H", "C", "C", "C", "C", "C", "C", "C", "C", "C", "C", "H", "H", "H", "H", "H", "H", "H"], "xyz": [[-1.08, -1.38, 2.41], [-1.21, -1.94, 1.12], [0.03, -2.57, 0.76], [-2.15, -1.98, 0.54], [0.92, -2.46, 1.89], [0.20, -1.78, 2.91], [0.52, -1.62, 3.93], [-1.87, -0.82, 2.90], [0.18, -3.16, -0.14], [1.95, -2.83, 1.92], [0.29, -0.63, 1.13], [2.26, 0.32, 0.72], [0.06, -0.42, -1.21], [1.12, -1.53, -2.26], [0.69, -2.15, -3.45], [-0.36, -2.11, -3.74], [1.61, -2.79, -4.29], [1.25, -3.24, -5.22], [2.96, -2.85, -3.95], [3.68, -3.31, -4.63], [3.39, -2.29, -2.74], [4.43, -2.36, -2.44], [2.48, -1.62, -1.92], [2.83, -1.14, -1.01], [-1.55, -0.82, -2.09], [-2.13, -2.09, -1.88], [-1.63, -2.82, -1.24], [-3.32, -2.45, -2.49], [-3.77, -3.41, -2.25], [-3.92, -1.60, -3.43], [-4.82, -1.91, -3.96], [-3.33, -0.36, -3.70], [-3.75, 0.30, -4.46], [-2.16, 0.04, -3.02], [-1.72, 1.01, -3.23], [0.43, 1.16, -2.11], [1.12, 1.25, -3.33], [1.57, 0.36, -3.77], [1.22, 2.48, -4.00], [1.72, 2.52, -4.97], [0.65, 3.63, -3.45], [0.69, 4.58, -4.00], [0.02, 3.56, -2.21], [-0.41, 4.45, -1.76], [-0.09, 2.33, -1.55], [-0.62, 2.28, -0.60], [0.71, 1.49, 7.04], [1.40, 0.47, 6.33], [1.23, 0.32, 4.96], [0.40, 1.17, 4.18], [0.08, 1.08, 2.81], [-0.57, 2.08, 2.15], [-1.06, 3.22, 2.86], [-0.88, 3.32, 4.23], [-0.17, 2.30, 4.92], [-0.03, 2.40, 6.32], [0.79, 1.57, 8.12], [2.07, -0.21, 6.87], [1.79, -0.49, 4.48], [-0.74, 2.00, 1.08], [-1.57, 4.01, 2.32], [-1.26, 4.17, 4.81], [-0.54, 3.24, 6.81]], "charge": 0, "spin_multiplicity": 5, "total_energy_ha": -3457.89716, "s_squared": 6.032}

No. 3
{"formula": "C25H56BClN2O11S", "method": "ωB97M-V with the def2-TZVPD basis set", "symbols": ["C", "C", "O", "C", "C", "O", "C", "B", "O", "O", "C", "C", "C", "C", "C", "C", "Cl", "C", "C", "S", "O", "O", "O", "H", "H", "H", "H", "H", "H", "H", "H", "H", "H", "H", "H", "H", "H", "H", "H", "H", "H", "H", "H", "H", "H", "H", "H", "H", "H", "C", "O", "C", "C", "N", "C", "C", "O", "C", "H", "H", "H", "H", "H", "H", "H", "H", "H", "H", "H", "H", "H", "H", "H", "C", "O", "C", "C", "N", "C", "C", "O", "C", "H", "H", "H", "H", "H", "H", "H", "H", "H", "H", "H", "H", "H", "H", "H"], "xyz": [[1.58, -1.98, 1.35], [1.69, -1.56, -0.11], [0.42, -1.37, -0.71], [0.11, -0.03, -1.03], [0.14, 0.91, 0.19], [-0.73, 2.02, 0.03], [-2.01, 1.92, 0.62], [-1.85, 2.14, 2.21], [-2.22, 1.17, 3.09], [-1.36, 3.33, 2.63], [-0.48, 3.37, 3.76], [0.67, 4.31, 3.44], [-2.85, 3.01, -0.03], [-4.30, 3.03, 0.48], [-4.86, 1.63, 0.79], [-6.38, 1.41, 0.71], [-7.23, 2.57, -0.35], [-7.03, 1.41, 2.09], [-6.48, 0.29, 2.98], [-4.01, 0.41, -0.19], [-4.06, 0.77, -1.57], [-4.43, -0.89, 0.21], [-2.54, 0.58, 0.37], [1.49, -1.13, 2.04], [2.42, -2.60, 1.64], [0.67, -2.58, 1.47], [2.19, -2.36, -0.66], [2.32, -0.67, -0.23], [-0.90, -0.03, -1.43], [0.77, 0.35, -1.82], [1.13, 1.35, 0.29], [-0.05, 0.34, 1.11], [-2.03, 0.27, 2.79], [-1.04, 3.74, 4.62], [-0.12, 2.37, 4.01], [1.28, 3.90, 2.63], [0.27, 5.26, 3.09], [1.29, 4.48, 4.32], [-2.79, 2.91, -1.11], [-2.36, 3.95, 0.23], [-4.92, 3.56, -0.24], [-4.33, 3.61, 1.41], [-4.55, 1.38, 1.81], [-6.57, 0.43, 0.27], [-6.95, 2.39, 2.55], [-8.10, 1.23, 1.92], [-7.27, -0.16, 3.59], [-6.00, -0.49, 2.39], [-5.72, 0.67, 3.67], [6.24, 1.74, 4.64], [7.28, 1.10, 3.92], [7.94, 0.06, 4.63], [7.66, -1.29, 4.01], [6.27, -1.67, 4.21], [5.85, -2.86, 3.47], [5.87, -2.80, 1.95], [4.92, -1.90, 1.40], [5.35, -0.56, 1.27], [5.91, 2.58, 4.04], [5.39, 1.07, 4.82], [6.60, 2.11, 5.61], [7.65, 0.07, 5.69], [9.01, 0.26, 4.58], [8.30, -2.04, 4.48], [7.94, -1.22, 2.95], [5.67, -0.89, 3.93], [4.83, -3.09, 3.78], [6.48, -3.70, 3.79], [5.59, -3.79, 1.58], [6.87, -2.58, 1.55], [6.42, -0.49, 1.10], [5.09, 0.04, 2.16], [4.83, -0.13, 0.42], [-2.00, -4.35, -7.02], [-1.78, -3.08, -7.59], [-2.95, -2.28, -7.73], [-2.90, -1.08, -6.81], [-3.01, -1.48, -5.42], [-2.78, -0.42, -4.45], [-1.39, 0.21, -4.41], [-0.37, -0.66, -3.96], [0.21, -1.49, -4.94], [-1.06, -4.90, -7.08], [-2.29, -4.28, -5.96], [-2.77, -4.90, -7.56], [-3.84, -2.88, -7.53], [-2.99, -1.94, -8.77], [-3.73, -0.42, -7.06], [-1.96, -0.54, -7.03], [-2.35, -2.23, -5.24], [-2.99, -0.82, -3.46], [-3.51, 0.38, -4.63], [-1.43, 1.03, -3.69], [-1.11, 0.65, -5.37], [0.22, -1.01, -5.93], [-0.30, -2.45, -5.03], [1.24, -1.69, -4.64]], "charge": 0, "spin_multiplicity": 1, "total_energy_ha": -2806.50228, "smiles": "CCOCCO[C@@]1(B(O)OCC)CC[C@@H]([C@H](Cl)CC)S(=O)(=O)O1.COCCNCCOC.COCCNCCOC"}

No. 4
{"formula": "C3H8NO3", "method": "ωB97M-V with the def2-TZVPD basis set", "symbols": ["N", "C", "O", "H", "H", "H", "H", "H", "O", "C", "O", "C", "H", "H", "H"], "xyz": [[0.20, -2.36, 0.24], [-1.08, -1.95, 0.75], [-1.93, -1.35, -0.21], [0.10, -2.78, -0.67], [0.85, -1.58, 0.17], [-1.63, -2.81, 1.14], [-0.91, -1.26, 1.58], [-1.61, -0.41, -0.32], [-0.70, 1.20, -0.06], [0.55, 1.26, -0.26], [1.34, 0.29, -0.24], [1.12, 2.65, -0.50], [2.11, 2.62, -0.94], [0.44, 3.25, -1.12], [1.15, 3.23, 0.43]], "charge": -1, "spin_multiplicity": 1, "e_above_lowest_kj_mol": 29.3}

| no. | F_max (eV Å⁻¹) |
| --- | --- |
| 1 | 1.676 |
| 2 | 5.277 |
| 3 | 0.893 |
| 4 | 0.816 |